C3H4LuO2 as an isolated structure. Source: OMol25; level of theory: wB97M-V/def2-TZVPD.

The geometry in XYZ format:
```
10
Properties=species:S:1:pos:R:3:forces:R:3:mulliken_spin:R:1
C 0.6764 0.6764 0.6189 -2.56 -0.83 -1.37 0.60
C 1.3558 -0.6631 0.4828 0.16 -0.61 -0.11 -0.01
H 2.4418 -0.5237 0.5984 -0.25 -0.12 0.10 0.02
H 1.1910 -1.1637 -0.4896 0.09 0.40 0.20 0.00
H 1.0191 -1.4099 1.2337 0.22 0.66 -0.05 0.03
O -0.0774 0.8701 -0.6899 1.13 0.57 0.33 0.10
C -1.1425 0.9003 0.1527 0.88 0.91 0.31 0.18
O -2.1173 0.1405 -0.2144 -0.14 -1.16 -1.06 0.05
H -1.4082 1.8506 0.6479 0.35 -0.50 -0.16 0.01
Lu -1.9385 -0.6774 -2.3403 0.11 0.68 1.82 0.02
```
Positions in Å, forces in eV/Å.

## Properties
Gap between HOMO and LUMO (spin up / spin down) in eV: 7.117 / 7.092
LUMO level (spin up / spin down) in eV: -0.191 / -0.226
Energy above the lowest of the compared OMol25 structures with the same formula, charge and spin in kcal/mol: 34.3
2S+1: 2
<S²>: 0.760